Formula: C44H49IN2O4P3Y
Source: the Open Molecules 2025 dataset
Level of theory: the ωB97M-V functional and the def2-TZVPD basis

Calculated values
HOMO = -0.3132 eV
F_max = 1.5 eV/A

Geometry as ORCA input:
```
! wB97M-V def2-TZVPD RIJCOSX def2/J DEFGRID3
* xyz -2 1
Y 0.29979 0.20902 0.53589
C 1.52902 -1.12024 -2.57803
P 2.54645 -0.22212 -1.29806
C 2.91787 1.39709 -2.09722
C 3.11187 2.47262 -1.23029
C 3.39650 3.73246 -1.73036
C 3.47520 3.93280 -3.10064
C 3.28539 2.86639 -3.96794
C 3.02157 1.60053 -3.46873
C 4.25681 -0.88566 -1.49497
C 4.81218 -1.24484 -2.72223
C 6.14030 -1.62824 -2.81228
C 6.93906 -1.66029 -1.67624
C 6.39354 -1.31119 -0.44835
C 5.06399 -0.92588 -0.35806
C 0.49604 -1.99887 -1.92738
C 0.27934 -3.34582 -2.17414
C -0.81731 -3.72183 -1.36917
C -1.20652 -2.57400 -0.69613
C -2.43987 -2.41685 0.13806
P -2.35630 -1.05287 1.43471
C -2.58337 -2.06229 2.95302
C -1.50884 -2.10316 3.84166
C -1.57366 -2.85550 5.00484
C -2.71894 -3.57469 5.31075
C -3.78377 -3.56641 4.41979
C -3.71160 -2.82984 3.24761
C -4.00237 -0.32334 1.04378
C -4.01417 0.32351 -0.20103
C -5.17165 0.89030 -0.69924
C -6.34559 0.84071 0.04442
C -6.33489 0.24756 1.29633
C -5.16765 -0.31532 1.80082
N -0.41514 -1.51690 -1.02652
H 2.15764 -1.73636 -3.22273
H 1.04149 -0.34434 -3.17478
H 2.99188 2.31359 -0.16321
H 3.52598 4.56845 -1.05397
H 3.67120 4.92304 -3.49553
H 3.32263 3.02426 -5.04001
H 2.86487 0.77725 -4.15520
H 4.20986 -1.22148 -3.62119
H 6.55756 -1.89388 -3.77707
H 7.97661 -1.96454 -1.75017
H 7.01273 -1.33805 0.44068
H 4.62792 -0.65871 0.59927
H 0.85934 -3.97316 -2.83881
H -1.28820 -4.69432 -1.30668
H -2.69074 -3.36116 0.62597
H -3.27221 -2.15518 -0.51763
H -0.60556 -1.56123 3.61081
H -0.71958 -2.87910 5.66993
H -2.77895 -4.15105 6.22652
H -4.67478 -4.14817 4.62846
H -4.53467 -2.88254 2.54665
H -3.09430 0.37684 -0.77873
H -5.15878 1.37578 -1.66716
H -7.25860 1.27860 -0.34172
H -7.24397 0.21937 1.88629
H -5.17795 -0.74214 2.79411
C 1.59683 -4.70902 1.83722
C 2.93777 -4.10882 1.41123
C 4.07452 -4.90038 2.06022
C 3.07858 -4.13877 -0.10507
O 3.14647 -2.74802 1.83922
P 2.08902 -1.55371 2.14392
O 2.77030 -0.27823 1.81687
O 0.74332 -1.77245 1.51392
O 1.80006 -1.73711 3.72152
C 2.69050 -1.57916 4.83404
C 2.83702 -2.96081 5.47530
C 2.00501 -0.60517 5.78864
C 4.06525 -1.04344 4.43557
H 1.60451 -5.78202 1.63471
H 0.78157 -4.25507 1.27861
H 1.42444 -4.54210 2.90370
H 4.13671 -5.89595 1.61642
H 3.90610 -5.00921 3.13368
H 5.02418 -4.38326 1.90885
H 2.88220 -5.13809 -0.49703
H 4.07901 -3.81315 -0.40268
H 2.34393 -3.45803 -0.53155
H 1.85705 -3.34049 5.76984
H 3.48296 -2.92158 6.35470
H 3.26578 -3.65077 4.74702
H 1.00627 -0.96414 6.04326
H 1.88501 0.36489 5.30397
H 2.59201 -0.49389 6.70339
H 4.55160 -1.73468 3.74639
H 4.68231 -0.91683 5.32706
H 3.95463 -0.08216 3.93490
I -0.59914 1.95692 -1.70619
N 0.18162 1.77551 1.80566
C 0.05302 2.25337 3.02601
C 0.49463 3.57986 3.39088
C 0.35643 4.08684 4.66443
C -0.22262 3.34012 5.69588
C -0.68365 2.05929 5.38204
C -0.56303 1.53383 4.11349
H 0.94626 4.18041 2.60827
H 0.71083 5.09525 4.87164
H -0.33500 3.74758 6.69474
H -1.15189 1.46164 6.16257
H -0.95132 0.54523 3.89573
*
```

Atomic partial charges in e from the Mulliken method, atoms 1 to 6: number 1, Y, carries -0.90; number 2, C, carries -0.86; number 3, P, carries 1.76; number 4, C, carries 0.41; number 5, C, carries -0.54; number 6, C, carries -0.59

=====

Formula: C18H23NO
Source: the Open Molecules 2025 dataset
Level of theory: the ωB97M-V functional and the def2-TZVPD basis

Calculated values
Structure (SMILES) = CN1CCC(CC/C=C2\Cc3ccccc3C2=O)CC1
HOMO = -8.3044 eV
F_max = 3.0 eV/A

Geometry as ORCA input:
```
! wB97M-V def2-TZVPD RIJCOSX def2/J DEFGRID3
* xyz 0 1
C 3.51569 0.13139 3.31304
N 2.04149 0.03769 3.35770
C 1.53548 -1.36339 3.39741
C 0.05085 -1.44474 3.75304
C -0.80723 -0.47760 2.92082
C -0.98006 -0.99595 1.46297
C -1.97722 -0.13368 0.66792
C -2.24831 -0.72094 -0.71274
C -1.70274 -0.21627 -1.85006
C -0.82603 0.98718 -1.96961
C -0.44059 0.89404 -3.44526
C 0.44411 1.73569 -4.14255
C 0.67291 1.53444 -5.52898
C 0.03096 0.45880 -6.19849
C -0.88160 -0.33259 -5.44008
C -1.11101 -0.09522 -4.08415
C -1.96674 -0.78584 -3.15563
O -2.78116 -1.67640 -3.39963
C -0.12369 0.91286 2.92401
C 1.28051 0.88549 2.43729
H 3.79811 1.17970 3.40205
H 3.91014 -0.27910 2.39240
H 3.93490 -0.45449 4.14132
H 2.08004 -1.95246 4.12408
H 1.69761 -1.80709 2.39989
H -0.06716 -1.18936 4.79271
H -0.29987 -2.46109 3.61018
H -1.82541 -0.42871 3.31266
H -0.03216 -1.14531 0.97717
H -1.40932 -2.01598 1.50803
H -2.89393 -0.07755 1.24469
H -1.57632 0.89604 0.55473
H -2.90282 -1.59439 -0.80141
H 0.02189 0.92148 -1.30250
H -1.42225 1.88887 -1.74380
H 0.96556 2.56418 -3.68184
H 1.29766 2.23927 -6.06831
H 0.19606 0.18556 -7.23765
H -1.43706 -1.11358 -5.96903
H -0.12348 1.25990 3.94527
H -0.68415 1.61186 2.28373
H 1.70244 1.91173 2.41214
H 1.34383 0.52559 1.39648
*
```

Atomic partial charges in e from the natural (NBO) method, atoms 1 to 6: number 1, C, carries -0.40; number 2, N, carries -0.45; number 3, C, carries -0.22; number 4, C, carries -0.40; number 5, C, carries -0.20; number 6, C, carries -0.39

=====

Formula: C32H36N3S4Zr
Source: the Open Molecules 2025 dataset
Level of theory: the ωB97M-V functional and the def2-TZVPD basis

Calculated values
HOMO = -15.1165 eV
F_max = 1.2 eV/A

Geometry as ORCA input:
```
! wB97M-V def2-TZVPD RIJCOSX def2/J DEFGRID3
* xyz 3 1
Zr 0.71738 0.34355 0.10208
C -0.36052 3.69417 2.19559
C -1.41879 3.64980 1.10480
S -1.59409 2.08098 0.20363
C -2.75546 1.11611 1.20188
C -2.24993 0.68670 2.56843
S -0.70681 -0.26960 2.46560
C 0.17889 0.29088 3.93641
C 1.59917 -0.24719 3.90575
S 2.56868 0.19234 2.43198
C 3.24366 1.81376 2.87751
C 2.22770 2.93713 3.02233
S 1.17342 2.99138 1.55749
H -0.65851 3.14870 3.08822
H -0.16565 4.72929 2.47472
H -1.20386 4.38536 0.33010
H -2.40152 3.89067 1.51108
H -3.00774 0.25867 0.57932
H -3.65823 1.71710 1.31322
H -2.99006 0.05478 3.05781
H -2.05158 1.54034 3.21318
H -0.34841 -0.10721 4.80375
H 0.14724 1.37555 3.97310
H 1.60797 -1.33637 3.95622
H 2.15887 0.11251 4.76981
H 3.97743 2.03646 2.10201
H 3.79272 1.67185 3.80816
H 2.74276 3.89327 3.10320
H 1.60327 2.81322 3.90495
N 3.19042 -0.84201 -2.03971
C 2.69917 -1.81063 -1.19015
C 3.01667 -3.13813 -1.48903
C 2.64858 -4.12950 -0.62057
C 1.98573 -3.78699 0.56606
C 1.68681 -2.47937 0.77620
N 1.99013 -1.47788 -0.10322
C 3.15688 0.53276 -2.00365
C 4.12908 1.21206 -2.74259
C 4.10079 2.57969 -2.80931
C 3.06425 3.27728 -2.17239
C 2.13971 2.55467 -1.49147
N 2.19293 1.19309 -1.33120
H 3.81990 -1.20747 -2.73933
H 3.56125 -3.36576 -2.39696
H 2.88986 -5.16156 -0.83944
H 1.72251 -4.53134 1.30385
H 1.17763 -2.18145 1.68455
H 4.90175 0.64733 -3.24770
H 4.86221 3.11184 -3.36630
H 2.97075 4.35145 -2.24484
H 1.30000 3.05861 -1.03929
C -5.25649 -3.57853 -0.06809
C -4.18599 -4.15643 0.60157
C -2.93958 -3.55642 0.54526
C -2.73375 -2.39433 -0.21064
C -3.82960 -1.81693 -0.87087
C -5.07850 -2.40145 -0.79135
C -1.40475 -1.79159 -0.17233
C -0.79014 -0.82332 -0.91359
C -1.16423 -0.38594 -2.28975
C -0.80620 0.87872 -2.76349
C -1.05383 1.27909 -4.06774
C -1.67651 0.40170 -4.94145
C -2.02489 -0.87060 -4.50212
C -1.76774 -1.26117 -3.19843
H -6.23452 -4.03977 -0.02226
H -4.32639 -5.06606 1.17036
H -2.10602 -3.99810 1.08286
H -3.70397 -0.90985 -1.44824
H -5.91872 -1.94635 -1.29967
H -0.84002 -2.19058 0.66463
H -0.35685 1.61421 -2.10240
H -0.77988 2.27311 -4.39787
H -1.88721 0.70492 -5.95842
H -2.49686 -1.56661 -5.18449
H -2.01238 -2.26864 -2.88733
*
```

Atomic partial charges in e from the Mulliken method, atoms 1 to 6: number 1, Zr, carries -1.61; number 2, C, carries -0.82; number 3, C, carries -1.31; number 4, S, carries 0.47; number 5, C, carries -0.36; number 6, C, carries -1.14

=====

Formula: C9H8N2
Source: the Open Molecules 2025 dataset
Level of theory: the ωB97M-V functional and the def2-TZVPD basis

Calculated values
Structure (SMILES) = CC(C)C#C/C=N\C#CC#N
HOMO = -9.3203 eV
F_max = 4.7 eV/A

Geometry as ORCA input:
```
! wB97M-V def2-TZVPD RIJCOSX def2/J DEFGRID3
* xyz 0 1
C -1.14861 -0.67933 -1.47788
C -1.57221 0.06286 -0.12307
C -1.44546 -1.03931 1.03665
C -0.59650 1.11818 -0.08205
C 0.21552 2.03404 -0.06764
C 1.43359 2.71687 -0.21788
N 2.54228 2.02039 -0.12298
C 2.45231 0.81609 0.18507
C 2.32273 -0.34742 0.49812
C 2.27128 -1.60705 0.99846
N 2.06218 -2.74014 1.16508
H -1.35605 0.00238 -2.31508
H -0.16333 -1.07049 -1.40801
H -2.03473 -1.41646 -1.44975
H -2.58574 0.46212 -0.14806
H -0.35518 -1.08739 1.40274
H -1.71676 -2.02737 0.83490
H -1.92760 -0.84195 1.94979
H 1.60226 3.62398 -0.65841
*
```

Atomic partial charges in e from the natural (NBO) method, atoms 1 to 6: number 1, C, carries -0.57; number 2, C, carries -0.31; number 3, C, carries -0.60; number 4, C, carries 0.17; number 5, C, carries -0.16; number 6, C, carries 0.12

=====

Calculated lowest unoccupied orbital energy, 4.13 -0.18 -9.47 -1.18 eV (same order as the records).
Calculated Kohn-Sham gap, 4.4 8.1 5.6 8.1 eV (same order as the records).
Calculated energy relative to the best compared isomer or geometry (same formula, charge and spin), 27.34 25.65 9.17 141.57 kcal/mol (same order as the records).